1.
82
Properties=species:S:1:pos:R:3:lowdin_charge:R:1 method="wB97M-V/def2-TZVPD" homo_lumo_gap_ha="0.250 / 0.231" relative_energy_kcal_mol=76.0 charge=+2
C -4.29582 1.14070 -2.55799 -0.053
C -2.96780 2.51644 -1.09737 -0.363
C 0.17007 -2.39169 3.58691 -0.153
C -0.69247 4.92064 -4.19373 -0.054
H -3.89086 -4.11541 -1.54906 0.119
H 2.90074 -3.61209 5.32293 0.126
H -3.79713 -2.24783 0.06257 0.116
C 3.84282 -3.05973 5.22982 -0.161
C 0.51558 -0.49795 5.04219 -0.155
H -2.29085 3.79616 -3.32056 0.106
H -0.92059 -2.37226 3.68093 0.147
C -2.07603 -3.56171 -2.54824 -0.046
H 2.04952 -4.44540 3.43803 0.125
Se -1.37809 4.34323 1.19229 0.677
C -3.07253 -3.40890 -1.58879 -0.044
C -5.36032 2.50969 -0.88420 -0.045
C -0.98274 -1.59569 -1.69758 -0.374
H -1.23135 -0.58082 -4.17992 0.102
H -4.36734 0.43242 -3.37306 0.116
N 0.13207 2.09719 1.25245 -0.080
C -1.97251 -1.45242 -0.72840 -0.084
H -2.16494 1.26535 -2.66071 0.086
C -0.29660 1.81244 0.00552 -0.430
H 0.56596 -3.06689 4.35303 0.124
C 0.51087 0.34940 -3.30797 -0.363
C 0.67154 4.52098 -1.79907 -0.091
C -1.02693 -2.66191 -2.60128 -0.093
H 0.15091 -3.83140 1.98288 0.145
H 0.69028 0.56966 4.90681 0.139
C -0.41140 0.10940 -4.32667 -0.085
C 0.57413 -2.84797 2.20484 -0.169
C -4.12088 2.97268 -0.46426 -0.080
Ga 2.95044 -0.58123 2.99387 1.008
H 4.65341 -3.69801 5.59458 0.148
C -0.60519 3.98155 -1.98576 -0.357
P 0.40727 -0.47924 -1.73400 0.698
H 0.21315 -2.13557 1.46250 0.105
H 0.91048 2.12518 -6.69660 0.121
C -3.05742 1.60086 -2.14761 -0.107
H -6.25824 2.86551 -0.39832 0.119
C -1.28923 4.17949 -3.18368 -0.063
Se 2.28582 -1.51365 -1.25231 0.650
C 1.57297 1.23889 -3.50440 -0.088
O 2.79264 -0.91281 5.47947 -0.261
H 2.56944 -4.84235 1.79514 0.145
H -0.51202 -0.63761 5.38760 0.144
N 0.99698 1.18185 1.62402 -0.059
H 3.60366 -1.97504 7.07707 0.145
H -0.24622 -2.79306 -3.34215 0.118
O 1.99317 -2.86850 2.08716 -0.267
H 2.29401 1.41482 -2.71475 0.109
O 0.69564 -1.07994 3.75082 -0.279
H 4.54176 -3.36185 2.03853 0.139
H -6.41506 1.24324 -2.25054 0.119
C 2.59674 -4.06912 2.56875 -0.162
C 0.79294 1.63229 -5.74042 -0.041
P -1.35391 3.11025 -0.61808 0.718
N 1.14944 0.29550 0.65667 -0.078
H 4.56322 -4.61775 3.28194 0.145
C 1.70787 1.87829 -4.72202 -0.052
C 4.02555 -3.73671 2.92292 -0.156
H -0.97297 0.57243 -6.34115 0.119
C 3.79468 -1.77642 6.02046 -0.146
H 4.74328 -1.24730 5.93642 0.144
H 2.24149 5.67886 -2.67410 0.118
H -1.93264 -0.63477 -0.01934 0.105
C 0.57411 5.45312 -4.01035 -0.050
H -1.22674 5.09411 -5.11805 0.118
H -4.05598 3.67764 0.35392 0.071
C 0.35302 0.64654 -0.37438 -0.459
H 1.42013 -0.50569 6.98166 0.147
H 1.29306 -2.11745 6.26026 0.129
C -0.26614 0.75932 -5.54427 -0.046
C 1.49494 -1.06371 6.04383 -0.163
H 2.53006 2.56182 -4.88286 0.119
H -2.11676 -4.38436 -3.24875 0.120
C 1.25932 5.24942 -2.81711 -0.055
H 1.02785 6.04299 -4.79594 0.119
O 4.07947 -2.68352 3.87905 -0.265
C -5.44607 1.59746 -1.92501 -0.043
H 1.18923 4.39032 -0.85591 0.108
C -3.01989 -2.36230 -0.68115 -0.054

---

2.
9
Properties=species:S:1:pos:R:3:nbo_charge:R:1 method="wB97M-V/def2-TZVPD" homo_lumo_gap_ha=0.403 smiles="O=Cc1ncno1" relative_energy_kcal_mol=45.9
C 1.69485 0.20585 -0.02435 0.136
O 0.30103 -1.40131 0.09890 -0.258
N 0.47128 0.78679 0.11625 -0.476
N 1.66729 -1.09604 0.03341 -0.118
C -0.32812 -0.22742 0.12522 0.400
H 2.55442 0.82462 -0.27832 0.224
H -2.09210 0.81208 0.85264 0.145
O -2.47859 -0.05572 -0.94200 -0.449
C -1.79007 0.15114 0.01825 0.396

---

3.
48
Properties=species:S:1:pos:R:3:nbo_charge:R:1 method="wB97M-V/def2-TZVPD" homo_lumo_gap_ha=0.307 smiles="CCCCCCCOC[C@H](OC)OC#N.O=C1C=CC(=O)C=C1" relative_energy_kcal_mol=85.8
O -3.05064 1.28376 -7.01378 -0.485
C 5.85324 -1.12123 0.87376 -0.602
H -2.19852 -0.56484 -5.40481 0.234
O -1.54591 0.31100 1.86438 -0.552
H -2.35164 -3.20995 2.99031 0.201
C 3.71118 -1.31870 2.20393 -0.389
N -0.43962 -1.03506 -0.99923 -0.436
C -1.88834 2.06198 -3.17835 0.480
H 5.45721 -1.92880 0.25700 0.201
C 2.55809 -0.59637 2.92554 -0.394
H 3.29966 -1.98517 1.44346 0.196
C -1.83887 0.68578 -3.73241 -0.228
C -2.36591 3.14585 -4.07310 -0.224
H 5.11046 0.30080 2.30612 0.192
H -4.36607 -0.84624 0.49056 0.185
C 0.77143 1.03205 2.09704 -0.409
H -1.48222 -0.08604 -3.06207 0.246
H 1.57599 -0.64955 0.99785 0.210
C -2.74152 2.89166 -5.32354 -0.230
O -3.35449 -1.86778 1.85705 -0.519
H -0.45225 1.24319 0.34453 0.194
C -3.32323 -1.00178 0.77066 0.374
C -2.74553 0.36594 1.11988 -0.126
C -2.21336 -2.70001 2.03856 -0.269
H -3.09503 3.66479 -5.99379 0.233
H 0.75814 1.35218 3.14263 0.197
C -1.53258 -1.28613 -0.72256 0.557
H -2.14010 -3.46114 1.26109 0.178
H -2.39214 4.14123 -3.64809 0.231
H 6.46830 -0.45709 0.26838 0.207
H 2.28297 -1.19120 3.79826 0.202
H -2.64122 1.00398 0.23602 0.206
H -3.51335 0.82914 1.75111 0.197
O -2.72498 -1.65073 -0.39066 -0.495
C -2.70182 1.51342 -5.87622 0.476
C 1.30879 -0.39645 2.02355 -0.401
H -1.29204 -2.12388 2.09547 0.196
O -1.56571 2.29167 -2.03116 -0.504
H 2.88997 0.38142 3.28182 0.193
H 6.46884 -1.57202 1.65372 0.199
H -0.92021 2.26733 1.70237 0.167
H 0.53428 -1.08162 2.36127 0.201
H 4.27449 -1.91665 2.92560 0.194
C -0.57456 1.26022 1.43041 -0.064
H 1.48315 1.69320 1.59162 0.208
H 4.16998 0.24931 0.79157 0.193
C -2.22103 0.43121 -4.98138 -0.232
C 4.69674 -0.35266 1.53564 -0.389

---

4.
30
Properties=species:S:1:pos:R:3:mulliken_spin:R:1 method="wB97M-V/def2-TZVPD" homo_lumo_gap_ha="0.224 / 0.252" spin_multiplicity=3 charge=+1
H 2.51855 0.07882 0.66395 0.002
C -0.56251 -1.80640 0.68179 0.005
O 0.36232 -1.02222 -4.15702 0.150
H 0.63254 -1.87863 -4.50674 -0.005
O 2.70183 -0.70985 0.14679 0.003
P 1.50038 -0.07427 -3.55131 1.421
H -1.89836 2.42560 -0.74147 0.000
C -0.41393 1.51351 0.50984 0.008
H 0.63274 -0.88721 2.21481 0.000
O 2.35040 -2.22817 -1.72088 -0.014
H -2.00072 2.16485 1.87776 0.000
H -0.95100 1.17151 -1.54324 0.006
H 0.27965 2.34304 0.33968 0.000
H -2.27636 -0.21329 1.86291 0.000
H 0.69272 1.07661 -3.60207 0.137
O -0.18038 2.10740 2.86551 0.000
H -2.21981 0.72529 -0.39825 0.001
C -1.43927 1.44944 -0.61448 -0.011
C -0.15951 -0.59425 1.51577 -0.004
O 0.41268 0.33680 0.59817 0.042
H -0.77184 -2.68214 1.29744 0.003
H -1.26543 -0.03473 3.31010 0.000
H -0.16928 3.06987 2.83997 0.000
H 2.85052 -2.91254 -1.27269 -0.003
O 1.06236 -0.18091 -1.83075 0.158
P 1.58426 -1.21172 -0.81566 0.060
C -1.06612 1.59510 1.90646 0.005
H -1.42530 -1.57599 0.05138 0.001
C -1.30857 0.11531 2.23508 -0.001
O 0.52743 -2.16083 -0.16284 0.037

---

5.
58
Properties=species:S:1:pos:R:3:nbo_charge:R:1 method="wB97M-V/def2-TZVPD" homo_lumo_gap_ha=0.235 relative_energy_kcal_mol=5.3 charge=+1
C 0.60992 -2.22076 6.63556 -0.115
C -1.91630 -1.49905 1.29134 -0.235
C -5.96476 -2.26613 2.25806 -0.619
N -1.72782 -0.20119 1.91723 -0.729
H 4.65650 -2.85228 6.49844 0.183
H 0.21672 1.12192 6.80068 0.206
H -5.90943 0.41454 1.71560 0.220
H -1.45125 2.50368 2.31858 0.215
H -7.01096 -2.31621 2.59539 0.240
H -1.09959 -2.17331 1.58703 0.219
H -1.87555 -1.44748 0.17879 0.227
C 0.69426 0.14305 6.86215 -0.185
H 0.63832 -0.96344 0.74963 0.220
H -5.50697 -3.24366 2.44288 0.221
O 3.98650 -1.15815 7.60457 -0.491
C 4.82291 -2.31847 7.45053 -0.255
C -3.17634 -1.99274 7.34511 -0.245
H 2.57443 0.96684 7.54117 0.233
H -1.63151 2.02765 0.61582 0.220
H 1.33972 1.03932 2.80435 0.240
H -3.45605 -3.03846 7.41930 0.203
H 2.41828 -3.34096 7.19739 0.228
H 4.62480 -3.02158 8.29078 0.186
O -2.19757 -1.98463 6.31099 -0.557
H -0.07399 2.62948 1.20293 0.235
C 1.92374 -2.33311 7.10961 -0.329
H 5.84280 -1.94806 7.49658 0.212
H -1.90307 0.13279 6.31575 0.185
H -6.35247 -1.76744 4.83190 0.239
H -3.86002 -2.17879 0.73781 0.227
H -5.96831 -2.04704 1.18599 0.219
H -5.01395 -0.67024 5.17374 0.215
H -3.27228 -2.98709 2.17933 0.220
P -2.81418 0.01323 3.12360 1.431
H -2.77996 -1.65770 8.31755 0.189
C 0.37914 0.53519 3.00566 -0.630
H -0.05622 1.03485 3.87800 0.217
C -3.29268 -2.01066 1.67887 -0.238
H -4.05330 -1.41555 7.06972 0.164
H -1.65740 -0.74567 4.86833 0.117
H 0.10402 -3.15506 6.41182 0.213
C -5.27220 -1.15431 3.04179 0.110
H 1.12584 0.70272 0.39709 0.240
H -5.58136 0.99744 3.36370 0.216
N -3.90652 -1.03761 2.54830 -0.730
C -0.50882 0.59108 1.76423 0.114
C -0.01197 -0.96857 6.39729 -0.137
C -1.51055 -0.82778 5.97957 -0.022
C -5.99560 0.16123 2.78308 -0.615
C 2.66327 -1.17647 7.39809 0.334
C 1.99976 0.07028 7.31405 -0.265
C -5.32013 -1.50230 4.52562 -0.631
H -4.69722 -2.37585 4.75497 0.227
H -7.05390 0.05946 3.02300 0.236
C 0.26107 0.04730 0.56626 -0.620
C -0.93646 2.02490 1.46893 -0.615
H 0.61858 -0.49566 3.27834 0.226
H -0.35489 0.05882 -0.33766 0.219

---

| no. | E_tot (Ha) |
| --- | --- |
| 1 | -9192.22362 |
| 2 | -375.43844 |
| 3 | -1093.62127 |
| 4 | -1446.74125 |
| 5 | -1345.45076 |